<1>
H5NO | wB97M-V/def2-TZVPD

Bonds (Å) are listed after each position.
Cartesian coordinates (Å):
1 H 0.255 1.595 1.759  N6 1.011
2 H -0.255 1.163 0.290  N6 0.987
3 H 0.042 0.068 1.534  N6 1.062
4 H -0.917 -1.050 -1.409  O7 1.000
5 H 0.560 -1.152 -1.912  O7 0.979
6 N 0.378 0.928 1.010  H1 1.011, H2 0.987, H3 1.062
7 O -0.063 -1.552 -1.272  H4 1.000, H5 0.979

Results
SMILES: N.O
HOMO-LUMO gap: 11.036 eV

Results of the Löwdin charge analysis, in e, for atoms 1 through 2: -0.01 -0.03

=====

<2>
H5NO | wB97M-V/def2-TZVPD

Bonds (Å) are listed after each position.
Cartesian coordinates (Å):
1 N -0.822 0.816 -0.972  H2 1.012, H3 1.016, H4 1.011
2 H -1.145 1.688 -0.572  N1 1.012
3 H -0.521 0.224 -0.203  N1 1.016
4 H -1.596 0.363 -1.440  N1 1.011
5 H 1.070 -1.749 1.025  O7 0.965
6 H 1.975 -0.554 1.058  O7 0.965
7 O 1.040 -0.788 1.105  H5 0.965, H6 0.965

Results
SMILES: N.O
HOMO-LUMO gap: 10.506 eV

Results of the Löwdin charge analysis, in e, for atoms 1 through 2: 0.01 0.00

=====

<2> (5.6 kcal/mol below the next structure)

=====

<1>
C6H11N4 | wB97M-V/def2-TZVPD

Bonds (Å) are listed after each position.
Cartesian coordinates (Å):
1 C 0.411 0.530 0.002  C2 1.397, C4 1.474, C5 1.466
2 C 1.109 -0.674 -0.118  C1 1.397, C6 1.529, N7 1.285
3 C -1.674 -0.677 1.048  C4 1.520, N10 1.472, H11 1.196, H12 1.118
4 C -1.028 0.489 0.318  C1 1.474, C3 1.520, N10 1.517, H13 1.064
5 C 1.046 1.846 -0.123  C1 1.466, H14 1.058, H15 1.119, H16 1.099
6 C 2.634 -0.585 -0.057  C2 1.529, H17 1.158, H18 1.029, H19 1.051
7 N 0.677 -1.875 0.031  C2 1.285, N8 1.104
8 N 0.524 -2.968 0.063  N7 1.104
9 N -3.045 -0.321 -0.997  N10 1.384, H20 0.969, H21 1.071
10 N -1.817 -0.580 -0.414  C3 1.472, C4 1.517, N9 1.384
11 H -0.853 -1.388 1.550  C3 1.196
12 H -2.667 -0.589 1.556  C3 1.118
13 H -1.424 1.473 0.412  C4 1.064
14 H 1.060 2.402 0.776  C5 1.058
15 H 0.343 2.510 -0.686  C5 1.119
16 H 2.054 1.776 -0.556  C5 1.099
17 H 3.231 -1.573 0.047  C6 1.158
18 H 2.983 0.044 0.678  C6 1.029
19 H 2.961 0.049 -0.829  C6 1.051
20 H -3.712 0.300 -0.669  N9 0.969
21 H -2.813 -0.189 -2.034  N9 1.071

Results
SMILES: C/C([N+]#N)=C(\C)[C@@H]1CN1N
HOMO-LUMO gap (spin up / spin down): 7.454 / 7.453 eV
charge: +1

Results of the Löwdin charge analysis, in e, for atoms 1 through 2: -0.10 -0.23

=====

<2>
C6H11N4 | wB97M-V/def2-TZVPD

Bonds (Å) are listed after each position.
Cartesian coordinates (Å):
1 C 2.590 1.427 0.057  C2 1.343, C3 1.364, H11 1.062
2 C 1.258 1.393 -0.106  C1 1.343, N7 1.397, H12 1.085
3 C 3.030 0.137 0.003  C1 1.364, N8 1.375, H13 1.095
4 C -0.408 -0.544 0.040  N7 1.351, N9 1.279, H14 1.165
5 C -2.582 -1.132 -0.257  N9 1.387, H15 1.201, H16 1.048, H17 1.100
6 C -2.053 1.184 0.367  N9 1.453, H18 1.100, H19 1.087, H20 1.183
7 N 0.783 0.079 -0.089  C2 1.397, C4 1.351, N8 1.468
8 N 1.985 -0.756 0.017  C3 1.375, N7 1.468, N10 1.287
9 N -1.632 -0.175 0.070  C4 1.279, C5 1.387, C6 1.453
10 N 1.804 -2.025 -0.095  N8 1.287, H21 0.989
11 H 3.110 2.348 0.165  C1 1.062
12 H 0.623 2.236 -0.361  C2 1.085
13 H 4.076 -0.185 -0.041  C3 1.095
14 H -0.186 -1.684 -0.046  C4 1.165
15 H -2.284 -1.588 -1.327  C5 1.201
16 H -2.388 -1.963 0.351  C5 1.048
17 H -3.619 -0.787 -0.139  C5 1.100
18 H -1.452 1.645 1.164  C6 1.100
19 H -2.046 1.922 -0.431  C6 1.087
20 H -3.175 1.124 0.740  C6 1.183
21 H 2.566 -2.656 -0.084  N10 0.989

Results
HOMO-LUMO gap (spin up / spin down): 6.934 / 6.653 eV
charge: +1

Results of the Löwdin charge analysis, in e, for atoms 1 through 2: -0.04 -0.06

=====

<2> (15.8 kcal/mol below the next structure)